(1)
# C20H42GeN3O7STi

A structure of composition C20H42GeN3O7STi in a non-equilibrium geometry (ωB97M-V/def2-TZVPD, the Open Molecules 2025 dataset).

Maximum force   6.23 eV/Å
E_LUMO (alpha / beta)   -1.49 / -1.44 eV
Molecular weight   589.1 g mol⁻¹
<S²>   0.753
2S+1   2
Frontier orbital gap (alpha / beta)   4.7351 / 4.7972 eV
Energy above the lowest of the compared OMol25 structures with the same formula, charge and spin   369.47 kJ/mol

```
75
Properties=species:S:1:pos:R:3:forces:R:3
Ti -0.520000 0.045500 -1.193900 0.893 2.266 2.848
C 4.052100 -0.569500 -0.178100 -0.449 0.162 -0.083
C 2.950200 -0.487400 -1.242300 0.621 -0.429 -0.504
C 3.382400 0.483500 -2.341100 -0.298 0.135 0.136
C 2.736700 -1.869600 -1.873600 -0.023 0.435 0.161
O 1.726400 -0.128200 -0.626100 -2.295 -0.119 0.261
Ge 1.386900 1.718900 0.088000 3.343 2.179 3.110
O 1.182300 0.966900 1.988500 -0.959 -0.416 -0.386
C 1.799400 0.601400 3.173700 -0.023 0.079 -0.008
C 3.158900 1.296500 3.311100 -0.352 -0.196 -0.062
C 0.885000 1.042500 4.331500 0.321 -0.245 -0.200
C 1.992400 -0.923200 3.235800 0.034 0.430 0.081
O -0.515600 2.037500 0.341800 0.171 -2.051 -0.522
C -1.018400 3.324400 0.665000 -0.547 0.679 0.127
C -0.276200 4.452600 -0.057100 0.198 -0.450 0.026
C -0.903800 3.538500 2.180800 0.184 -0.199 -0.422
C -2.499000 3.395700 0.243200 0.514 -0.051 -0.011
H 5.001200 -0.843900 -0.628400 0.153 -0.016 -0.123
H 3.802000 -1.312300 0.574900 -0.040 -0.069 0.134
H 4.153200 0.403000 0.301700 0.068 0.013 0.069
H 4.256900 0.097300 -2.860000 0.131 -0.040 0.006
H 3.617300 1.455000 -1.909000 0.044 0.060 -0.067
H 2.567300 0.609600 -3.049900 0.338 0.008 -0.046
H 3.637600 -2.188200 -2.389400 0.098 -0.105 -0.119
H 1.913500 -1.800500 -2.584300 0.026 -0.094 -0.125
H 2.505200 -2.602600 -1.102600 -0.046 -0.142 0.121
H 3.024500 2.364700 3.161300 0.037 0.136 0.043
H 3.831200 0.925600 2.544500 0.206 -0.032 -0.110
H 3.587000 1.107000 4.291700 0.185 0.040 0.154
H 0.831300 2.125000 4.370800 -0.018 0.195 0.016
H 1.254300 0.667200 5.282000 0.043 -0.016 0.269
H -0.119100 0.656700 4.167700 -0.145 -0.078 -0.026
H 2.526400 -1.256400 2.352400 0.103 -0.073 -0.172
H 1.025300 -1.418800 3.276600 -0.184 -0.137 0.026
H 2.565000 -1.198400 4.116900 0.072 -0.184 0.179
H 0.777700 4.433800 0.234900 -0.076 0.161 -0.104
H -0.712900 5.412700 0.211100 -0.002 0.068 0.025
H -0.335100 4.302300 -1.132500 0.021 0.144 -0.043
H 0.146800 3.476700 2.457400 0.023 0.011 0.131
H -1.443100 2.760700 2.717100 -0.042 -0.112 0.080
H -1.304500 4.510800 2.460200 -0.040 0.116 0.024
H -2.850900 4.416600 0.364100 -0.142 0.088 0.025
H -2.580400 3.112700 -0.805600 -0.117 0.070 0.012
H -3.119400 2.749500 0.863800 -0.122 -0.104 0.089
N -0.425800 -0.967000 0.732400 0.309 -0.583 -0.260
C -1.395500 -1.851800 1.364300 -0.468 -0.054 0.351
C -2.702000 -1.108500 1.621700 0.100 -0.123 -0.360
C -3.388800 -0.712000 0.318600 -0.282 -0.335 0.444
N -2.548800 0.205000 -0.436200 -0.430 0.315 -0.587
H 0.461700 -1.454800 0.603700 0.110 0.328 0.306
H -0.195800 -0.176200 1.353500 0.585 0.260 0.428
H -1.011700 -2.241900 2.321100 0.001 0.067 -0.308
H -1.591300 -2.701800 0.699700 0.024 -0.010 0.140
H -2.491700 -0.208900 2.207500 -0.033 -0.002 0.087
H -3.374700 -1.741000 2.200700 -0.010 0.024 0.047
H -4.367700 -0.262600 0.555200 0.263 -0.084 -0.198
H -3.560700 -1.606500 -0.290300 -0.088 0.034 0.044
H -2.266900 0.991900 0.146400 -0.112 0.337 0.019
H -3.044800 0.584300 -1.241100 -0.072 0.196 0.292
O 0.432000 0.351500 -2.952600 -0.355 -1.563 -0.030
S 0.091800 1.785500 -2.820900 2.270 5.204 -2.575
O 1.083000 2.410500 -1.866100 -1.493 -1.185 -1.105
O -1.250700 1.762400 -2.191800 -0.779 -1.000 0.256
O 0.144700 2.527500 -4.042700 -0.512 -0.610 -0.330
C -1.812800 -3.918400 -3.456400 0.437 1.256 0.615
C -0.822700 -3.986400 -2.469900 -0.601 -0.644 -0.682
C -0.494900 -2.872200 -1.746300 -0.321 1.586 0.382
N -1.073700 -1.639100 -1.926600 -1.120 -4.826 -2.843
C -1.989500 -1.570100 -2.951400 0.868 0.482 1.203
C -2.377000 -2.654300 -3.690800 -0.103 -1.052 -0.326
H -2.101000 -4.781800 -4.032200 -0.047 -0.091 -0.053
H -0.311800 -4.917700 -2.270000 0.024 0.022 0.057
H 0.274700 -2.929200 -0.985000 -0.113 0.095 -0.069
H -2.378200 -0.573600 -3.165600 0.047 -0.228 0.085
H -3.123100 -2.527300 -4.460900 -0.004 0.067 -0.049
```
Forces are in eV/Å.

***

(2)
# C20H42N2O19S2

A cluster of 7 separate species, C20H42N2O19S2 in total in a non-equilibrium geometry (ωB97M-V/def2-TZVPD, the Open Molecules 2025 dataset).

Maximum force   14.51 eV/Å
E_LUMO   -0.80 eV
Molecular weight   678.7 g mol⁻¹
Frontier orbital gap   8.0520 eV
Energy above the lowest of the compared OMol25 structures with the same formula, charge and spin   542.28 kJ/mol

```
85
Properties=species:S:1:pos:R:3:forces:R:3
C 7.183344 -24.448402 34.051518 6.575 -0.200 1.560
N 7.355031 -24.468219 32.569796 -1.241 0.719 -0.443
C 6.222373 -25.115799 31.867110 -4.659 1.571 -2.224
C 7.328244 -22.993216 32.222076 0.158 -0.267 1.581
C 8.724563 -25.024582 32.137994 -3.536 -5.765 -0.123
C 8.899724 -25.106895 30.624599 3.886 -3.479 4.518
O 10.215445 -25.395603 30.260634 -0.110 0.551 0.761
H 6.290907 -24.171942 34.381227 -3.947 2.045 0.635
H 8.096335 -23.804865 34.570717 -2.556 -1.083 -1.698
H 7.342259 -25.335910 34.648943 0.212 -1.277 -1.055
H 6.158433 -24.847088 30.729010 0.660 -0.281 2.254
H 5.034759 -24.921043 32.214740 3.466 0.772 -0.185
H 6.068064 -26.145111 31.912668 1.372 -2.076 0.388
H 6.423146 -22.504009 32.470204 -1.210 -0.145 1.216
H 7.358491 -22.684037 31.239733 0.906 -0.498 -2.627
H 8.119955 -22.564953 32.795658 0.503 0.483 0.124
H 8.864956 -26.037114 32.727058 -0.209 2.002 -1.333
H 9.313124 -24.328051 32.457584 4.060 3.785 2.231
H 8.668575 -24.266447 30.289770 -2.016 7.567 -3.197
H 8.328404 -25.789105 30.214357 -3.329 -3.530 -1.875
H 10.125343 -26.336792 30.121452 1.222 -1.286 -0.639
N 9.939240 -28.893631 30.345088 -3.849 -2.401 0.487
O 8.772176 -29.479524 30.356814 1.574 1.423 -0.589
O 10.202681 -28.071909 29.453964 0.470 0.531 0.113
O 10.690677 -29.226426 31.250070 1.611 0.687 0.360
O 14.552906 -30.526054 30.524404 -0.240 -0.949 -0.085
S 14.939115 -29.833129 29.332700 -1.233 -1.610 -1.861
O 14.130815 -29.922705 28.120545 0.965 -0.284 1.408
O 14.979394 -28.359897 29.760691 2.256 0.835 -0.260
C 13.744536 -27.815610 30.106063 -0.773 2.261 -0.542
C 13.869700 -26.312278 30.095875 -9.303 -5.856 -9.477
C 16.629268 -30.325547 28.974011 -2.234 -1.814 5.759
H 13.379390 -28.042122 31.024224 0.096 -1.355 3.605
H 12.914290 -28.244750 29.592216 -0.301 0.200 -1.727
H 14.374252 -25.898579 30.683492 7.461 5.659 9.696
H 12.838354 -25.909648 30.026382 0.424 -0.076 0.701
H 14.221275 -26.010716 29.165324 0.928 0.421 -2.019
H 17.086880 -30.070679 30.007160 -0.712 -1.228 -0.977
H 17.178780 -29.635457 28.520026 1.919 2.167 -3.703
H 16.544833 -31.446347 28.857392 0.620 1.578 -0.479
O 8.731850 -32.897277 28.450388 -2.674 0.442 0.365
S 9.792344 -33.529801 27.795587 6.389 1.389 -0.305
O 10.479794 -32.923397 26.645744 -2.206 -1.294 0.785
O 11.088244 -33.423671 28.941423 -1.925 -2.296 -1.604
C 11.351723 -32.131073 29.540898 0.831 -4.185 1.960
C 12.021901 -32.493110 30.863660 -7.168 5.213 1.483
C 9.602961 -35.334635 27.499885 -8.158 2.515 7.258
H 10.483793 -31.748405 29.818402 -3.905 2.623 0.321
H 12.003833 -31.672379 28.951525 2.166 2.712 -2.707
H 11.366892 -33.285667 31.160798 -0.483 -0.082 1.540
H 12.147104 -31.510037 31.461360 -0.205 -2.047 -0.615
H 12.798200 -32.910808 30.596288 8.462 -3.764 -1.830
H 10.430196 -35.590185 27.175596 7.869 -2.936 -3.118
H 8.751293 -35.566519 26.916759 -0.604 0.434 -1.217
H 9.245272 -35.856992 28.545254 1.531 1.428 -2.325
C 12.243371 -30.020809 34.771549 -1.342 3.436 4.545
C 11.922758 -31.461213 34.878674 -3.148 -1.008 -0.927
O 13.131476 -31.992782 35.179421 2.713 -1.451 1.290
C 14.040234 -31.012330 35.494543 6.180 -5.301 3.826
O 15.147344 -31.230806 36.083519 -4.349 0.316 -2.490
O 13.655026 -29.884481 35.167523 -3.053 3.763 -1.748
H 11.647605 -29.347285 35.616615 1.360 -1.594 -2.358
H 12.116688 -29.608060 33.835334 -0.206 0.930 -1.975
H 11.592651 -31.823386 33.875679 0.179 0.029 0.640
H 11.079743 -31.795154 35.618593 1.648 0.885 -0.943
C 8.576117 -29.528288 25.314108 -2.876 -0.299 -0.265
C 9.707036 -28.991431 26.109769 -0.275 -1.183 -2.149
O 10.679065 -28.755861 25.155439 2.757 1.263 2.262
C 10.294060 -29.056816 23.961187 9.247 3.403 -3.093
O 10.982811 -28.865541 22.971750 0.368 0.281 0.469
O 9.225222 -29.540681 23.873486 -11.833 -5.342 2.463
H 7.679946 -28.822001 25.186718 1.350 -1.135 0.130
H 8.194823 -30.519196 25.891998 0.939 1.740 -2.581
H 9.943128 -29.620740 26.872184 1.696 -3.116 1.415
H 9.619259 -28.225155 26.741124 -1.286 4.314 1.496
C 7.731275 -30.691979 34.171450 1.034 -2.643 -1.959
C 7.916849 -29.339577 33.457860 2.557 -3.076 -2.370
O 7.640471 -28.484359 34.507502 1.593 4.139 -4.286
C 7.208887 -29.043832 35.536262 -2.143 0.271 5.126
O 6.863086 -28.377999 36.503330 0.294 -1.735 -0.908
O 7.172613 -30.362266 35.369780 -0.532 0.319 3.280
H 8.667258 -31.376581 34.280847 -1.431 1.422 -0.054
H 6.932859 -31.291830 33.734557 0.522 -0.244 -0.763
H 7.248744 -29.383038 32.559542 0.348 1.129 0.921
H 9.019539 -29.294825 33.058847 -2.119 0.540 0.736
```
Forces are in eV/Å.

***

(3)
# C20H42N3OP2Pd

A structure of composition C20H42N3OP2Pd in a non-equilibrium geometry (ωB97M-V/def2-TZVPD, the Open Molecules 2025 dataset).

Maximum force   6.21 eV/Å
E_LUMO (alpha / beta)   -2.01 / -4.42 eV
Molecular weight   508.9 g mol⁻¹
<S²>   2.013
Total charge   +1
2S+1   3
Frontier orbital gap (alpha / beta)   6.0043 / 6.5545 eV

```
69
Properties=species:S:1:pos:R:3:forces:R:3
Pd -0.195846 0.327906 -0.139284 0.409 -0.440 0.014
P 0.991438 1.712572 1.375670 0.468 0.617 0.178
P -1.750459 -1.053609 -1.277568 -0.436 -0.296 -0.680
N -1.447461 0.026125 1.472605 0.462 -1.873 1.414
C -0.079265 1.570112 2.858407 -0.432 0.105 -0.034
H 0.477188 1.604024 3.802377 -0.157 0.093 -0.190
H -0.746022 2.447392 2.810285 0.173 -0.307 0.172
C -0.940743 0.293200 2.798058 -0.616 0.440 0.870
H -0.417926 -0.555187 3.315839 -0.237 0.263 -0.902
H -1.848389 0.414651 3.420947 0.339 0.182 0.152
C -2.338749 -1.109674 1.447412 -1.064 -0.024 0.434
H -3.124648 -0.861395 2.186676 -0.114 -0.266 -0.275
H -1.933007 -2.072555 1.857450 0.338 0.823 -0.339
C -2.970644 -1.343513 0.061266 -0.198 0.358 0.192
H -3.756078 -0.586277 -0.100649 0.167 -0.312 0.151
H -3.433418 -2.336201 0.021018 0.021 0.241 -0.025
C -1.247417 -2.725085 -1.844937 -0.045 -0.065 0.156
C -0.081319 -2.691291 -2.839403 0.182 -0.078 -0.118
H 0.393480 -3.683470 -2.824949 -0.078 0.277 -0.240
H 0.689462 -1.958792 -2.557714 -0.260 -0.188 -0.080
H -0.421125 -2.464224 -3.865145 0.229 -0.193 0.504
C -2.683817 -0.220752 -2.639339 -0.176 -0.147 0.380
C -1.879944 -0.098969 -3.936022 -0.063 0.226 -0.128
H -2.430576 0.590216 -4.591283 0.193 -0.210 0.020
H -1.780078 -1.057816 -4.462423 -0.083 0.299 0.181
H -0.883289 0.331212 -3.780569 -0.162 -0.170 -0.019
C 1.012213 3.506856 0.933679 -0.181 -0.173 0.367
C 2.038115 3.849392 -0.149622 -0.097 0.198 -0.138
H 1.817726 4.872075 -0.485609 0.199 -0.207 0.013
H 1.963801 3.197571 -1.028428 0.076 0.073 0.214
H 3.069905 3.831760 0.226447 -0.345 0.034 -0.082
C 2.665251 1.218621 1.936887 -0.068 -0.074 0.136
C 3.666657 1.087938 0.784023 0.192 -0.074 -0.103
H 4.489376 0.447036 1.133719 -0.054 0.296 -0.222
H 4.072009 2.068012 0.477515 -0.120 -0.548 0.163
H 3.228174 0.600235 -0.098973 0.098 0.172 0.263
C 0.893438 0.657282 -1.615609 3.377 1.444 -5.002
C -4.068414 -0.808895 -2.904401 -0.159 0.187 -0.273
H -4.018786 -1.803689 -3.359236 -0.040 0.300 0.099
H -4.680486 -0.867271 -1.999587 0.046 -0.016 -0.172
H -4.572437 -0.137577 -3.609350 -0.122 -0.201 0.085
C 1.143605 4.444415 2.132463 -0.004 0.353 -0.139
H 0.983940 5.462520 1.759282 0.044 -0.024 0.254
H 0.394074 4.246819 2.904397 0.139 0.080 -0.083
H 2.137950 4.400816 2.588481 -0.280 0.059 -0.130
C 3.231576 2.062600 3.078516 0.458 -0.242 0.161
H 4.067214 1.491544 3.506276 -0.095 0.277 0.073
H 3.637060 3.022589 2.731830 -0.167 -0.297 0.067
H 2.503582 2.241019 3.879125 0.213 0.035 -0.175
C -2.390658 -3.603559 -2.354021 0.199 -0.480 -0.077
H -2.690010 -3.353622 -3.380846 0.108 -0.019 0.334
H -2.012083 -4.635229 -2.367937 -0.264 0.113 -0.089
H -3.271289 -3.579292 -1.700738 0.160 -0.017 -0.226
H -0.858542 -3.199594 -0.926908 -0.106 0.245 -0.081
H 2.510512 0.199179 2.331511 -0.144 0.199 -0.120
H -2.819530 0.799620 -2.238591 0.035 -0.248 -0.072
H 0.009615 3.655403 0.495645 0.234 -0.065 0.125
O 1.523046 0.938269 -2.562969 -1.967 -0.857 2.937
H -2.228485 2.259557 0.187955 0.645 0.226 -1.052
H -1.709664 2.218802 -0.398759 -1.021 0.249 0.944
N 1.958401 -3.443599 1.547960 0.374 -0.580 0.209
C 2.817003 -3.276732 0.486455 -0.721 0.972 -0.263
C 2.350851 -2.163859 -0.185545 0.101 -1.033 0.974
N 1.237306 -1.675738 0.461984 -0.184 -0.306 0.487
C 1.022437 -2.465773 1.501800 0.557 -0.152 -0.405
H 2.025380 -4.184198 2.247086 -0.086 0.479 -0.409
H 3.653060 -3.908613 0.277775 0.152 -0.251 0.100
H 2.790013 -1.747266 -1.073296 -0.189 0.275 -0.085
H 0.245747 -2.424023 2.260887 0.145 0.240 -0.394
```
Forces are in eV/Å.